The following is a DFT calculation (ωB97M-V/def2-TZVPD) of C21H35IrNOP2Te as an isolated structure at a distorted geometry.

```
62
Properties=species:S:1:pos:R:3:lowdin_spin:R:1
Ir 0.55 0.36 -0.07 1.472
P 1.25 -0.17 -2.26 0.125
P 0.18 -0.32 2.15 0.157
N 2.32 0.24 0.37 0.855
H 0.40 1.91 -0.66 0.137
C 1.37 1.36 -3.26 0.023
H 1.70 1.13 -4.28 0.003
H 2.11 2.03 -2.79 0.002
H 0.41 1.88 -3.30 0.004
C 0.39 -1.43 -3.24 0.033
H 0.83 -1.48 -4.24 0.008
H -0.68 -1.23 -3.32 0.001
H 0.52 -2.40 -2.75 0.001
C 2.96 -0.81 -2.42 0.005
H 3.19 -0.99 -3.48 0.002
H 3.05 -1.76 -1.88 0.001
H 3.69 -0.11 -2.01 0.001
C -0.09 0.90 3.48 0.047
H -0.39 0.37 4.40 0.003
H -0.86 1.65 3.22 0.026
H 0.85 1.44 3.68 0.001
C -1.20 -1.52 2.16 0.035
H -1.70 -1.47 3.13 0.007
H -0.78 -2.52 1.99 0.001
H -1.91 -1.29 1.35 0.004
C 1.56 -1.28 2.89 0.016
H 1.31 -1.55 3.93 0.004
H 2.48 -0.68 2.90 0.001
H 1.74 -2.19 2.32 0.001
C 3.59 -0.10 0.59 0.086
C 5.89 0.62 0.91 -0.008
C 4.58 0.94 0.61 0.132
C 4.00 -1.47 0.73 0.129
C 5.32 -1.76 1.04 -0.009
C 6.26 -0.72 1.14 0.143
H 6.63 1.42 0.96 -0.003
H 4.21 1.95 0.41 0.006
H 3.23 -2.24 0.61 0.004
H 5.60 -2.80 1.21 -0.003
H 7.30 -0.95 1.38 0.009
C -2.37 -0.41 -1.51 0.106
O -1.38 -0.84 -0.85 0.121
C -2.32 0.74 -2.44 0.032
H -3.30 1.25 -2.47 0.003
H -2.07 0.40 -3.46 0.009
H -1.56 1.46 -2.13 0.017
C -3.69 -1.09 -1.45 0.017
H -4.43 -0.44 -0.97 0.006
H -3.61 -2.04 -0.92 0.000
H -4.04 -1.28 -2.47 0.002
Te -1.04 2.34 0.58 0.832
C -3.16 1.76 0.82 0.241
C -3.58 0.88 1.82 0.049
C -4.93 0.49 1.89 0.007
C -5.87 1.07 1.05 0.025
C -5.46 1.98 0.07 0.008
C -4.10 2.30 -0.06 0.046
H -2.87 0.49 2.55 0.004
H -5.22 -0.27 2.63 0.001
H -6.94 0.82 1.16 0.002
H -6.19 2.45 -0.59 0.001
H -3.76 2.98 -0.85 0.009
```

Values from the calculation:
Frontier orbital gap (spin up / spin down) in eV: 4.13 / 5.99
Energy above the lowest of the compared OMol25 structures with the same formula, charge and spin in eV: 0.0000
Multiplicity: 6
HOMO energy (spin up / spin down) in Ha: -0.1323 / -0.2628